C4H9NO | the ωB97M-V functional and the def2-TZVPD basis

The geometry in XYZ format:
```
15
Properties=species:S:1:pos:R:3:forces:R:3:mulliken_charge:R:1
O 0.405049 -1.513718 -0.244438 -0.1 -0.2 0.1 -0.375
N 0.462343 0.724485 0.039837 -0.3 -0.8 0.0 -0.517
C -1.680550 -0.498983 0.231124 -0.2 0.0 0.0 -1.062
C 1.809620 -1.453105 -0.463572 0.2 -0.1 0.0 -0.662
C -0.206601 -0.341316 0.009969 -0.1 0.0 0.0 0.915
C -0.197269 1.988883 0.234450 0.7 0.8 0.0 -0.885
H -1.113880 2.201258 -0.363248 0.7 -0.3 0.1 0.267
H 2.326329 -1.037747 0.407663 -0.1 -0.1 -0.1 0.296
H -0.462025 2.208279 1.281296 0.1 -0.3 -0.1 0.284
H 0.659503 2.630362 -0.028560 -1.1 0.8 0.0 0.320
H -2.243913 0.018159 -0.553551 0.1 -0.1 0.1 0.291
H 2.117242 -2.485871 -0.634204 0.0 0.1 0.0 0.236
H 2.048178 -0.833142 -1.334331 -0.1 -0.1 0.2 0.295
H -1.971841 -0.053760 1.189083 0.1 -0.1 -0.2 0.293
H -1.952185 -1.553788 0.228482 0.0 0.1 0.0 0.304
```
Forces are in eV/Å.

The structure (SMILES) is C/N=C(\C)OC. The energy above the lowest of the compared OMol25 structures with the same formula, charge and spin is 34.4 kcal/mol. Its HOMO-LUMO gap is 0.384 Ha.

C42H66F15N4O16P3Si | the ωB97M-V functional and the def2-TZVPD basis

The geometry in XYZ format:
```
147
Properties=species:S:1:pos:R:3:forces:R:3:mulliken_charge:R:1
P 2.091395 0.090694 1.552440 0.5 0.0 1.5 0.101
P -5.199115 -0.218652 -1.332576 0.1 0.8 -0.7 0.337
P -2.254512 1.573999 -2.328404 -1.1 -2.8 -3.8 0.538
Si -7.422660 -2.246961 3.332728 -0.9 -0.7 -0.3 0.549
F 1.483996 1.417007 -2.809945 0.1 0.5 -1.6 -0.084
F 3.667112 8.143978 -6.098018 -0.1 0.2 -1.2 -0.246
F 1.300395 -4.324080 10.407176 0.8 1.1 0.6 -0.215
F -10.766887 6.701785 -2.385750 0.3 -1.0 0.7 -0.238
F -12.058860 5.342938 -1.275566 1.5 0.0 -0.1 -0.235
F 0.439635 0.685587 -4.579239 0.9 0.9 0.1 -0.271
F -10.630054 6.600742 -0.211372 0.3 -0.9 -0.8 -0.245
F 2.532510 -4.362696 12.206194 -0.2 1.0 -0.8 -0.250
F 7.757333 -7.949185 -4.188972 0.5 1.1 0.0 -0.243
F 1.965201 7.688743 -7.383446 1.3 0.6 -0.3 -0.228
F 8.135566 -6.739322 -5.963802 0.3 0.2 1.2 -0.238
F 2.612687 0.544837 -4.457229 -0.7 0.9 0.1 -0.280
F 2.566760 9.758965 -7.066466 0.7 -1.0 -0.5 -0.247
F 9.804575 -7.472583 -4.770108 -1.1 0.9 0.4 -0.238
F 0.807818 -3.032592 12.091692 1.1 0.0 -0.7 -0.251
O 7.296655 -5.031103 -4.023288 1.4 -1.5 0.0 -0.343
O -3.066748 0.995810 -3.560622 2.1 1.9 3.8 -0.589
O 4.331106 -1.689967 -1.614778 -1.1 -1.0 -1.1 -0.514
O 2.060835 2.611677 -6.133836 -0.7 -0.6 2.0 -0.298
O 3.209786 -2.409468 9.656503 -1.4 -0.5 2.6 -0.521
O 9.344423 -5.320455 -3.028949 -1.8 -1.3 -2.1 -0.512
O -8.521222 5.281537 -1.813683 -1.8 -0.1 0.7 -0.318
O 3.011217 -1.479479 11.744918 -0.6 -1.8 -0.9 -0.316
O 1.861336 1.604151 2.455737 -1.7 -1.5 -2.7 -0.567
O -5.936554 -3.039095 2.830368 -0.4 1.7 2.2 -0.363
O 4.886208 9.459494 -8.451334 -1.4 -1.4 0.6 -0.299
O -9.897958 3.554544 -1.190880 -0.1 3.0 -0.5 -0.516
O 1.417379 3.804983 -4.282411 0.4 -2.9 -0.7 -0.540
O -6.122688 0.988815 -0.420204 1.8 0.0 -0.6 -0.506
O 4.005518 7.519019 -9.302644 -0.5 1.8 2.3 -0.525
O 1.850364 -2.182837 3.819721 -2.8 -0.9 -2.6 -0.456
N -3.611259 -1.477414 0.769505 6.1 3.8 -2.1 -0.086
N -0.898248 0.266392 -0.095353 -5.5 -3.1 1.1 -0.219
N 4.254080 -2.536426 1.326770 -0.2 -1.3 -0.2 -0.169
N -0.264640 -3.195401 6.141011 0.5 -1.9 -0.4 -0.477
C -6.081268 -1.929908 -1.268723 -0.9 -1.3 1.2 -0.829
C 3.490706 4.517099 -6.600212 0.2 0.0 0.3 -0.778
C 0.483586 -0.907541 1.886375 -2.8 -2.5 1.4 0.471
C 8.482566 -5.689983 -3.822094 0.2 2.5 2.1 0.359
C 2.163948 3.835048 -6.878117 0.2 0.8 -0.5 -0.246
C 7.795846 -2.660551 -3.868478 0.3 0.0 -0.2 -1.257
C -0.774815 -2.916475 3.561816 -0.9 2.5 -2.9 0.285
C -3.534950 -0.481820 -0.353968 1.4 -1.2 2.4 0.108
C -7.252464 -1.285292 5.016062 0.3 -0.1 0.4 -0.941
C -7.422206 4.362537 -1.907645 0.6 -0.5 -0.2 -0.122
C 5.862891 9.469851 -9.503573 0.5 0.1 -0.7 -0.202
C -2.262127 -1.580209 1.423999 0.4 -0.4 0.9 0.170
C 2.330608 0.493357 -0.302407 -0.6 1.2 -0.3 -0.294
C 0.559572 -2.024777 3.129390 -1.6 1.7 -2.6 -0.543
C -0.935802 -0.725093 1.032337 0.1 -0.2 0.3 0.145
C -8.188614 -1.125517 1.922108 -0.7 0.4 -0.5 -0.644
C -8.743444 -3.674171 3.604284 -0.4 -0.7 -0.9 -0.972
C 3.361092 -3.181513 0.318794 -1.0 1.0 -1.3 -0.273
C -9.726388 4.745265 -1.438215 2.0 -2.7 0.1 0.366
C 4.093399 -2.970904 2.736954 0.4 0.6 1.2 -0.921
C 3.883755 -0.411789 11.344993 0.4 0.7 -0.3 -0.194
C 3.053812 8.499911 -7.263519 -1.8 0.3 2.0 0.906
C -2.218910 0.358963 -0.804763 1.0 -1.8 3.4 -0.228
C -2.148550 -2.648597 2.706198 2.8 0.1 1.1 0.157
C 2.606680 -3.359036 3.270500 0.5 -1.4 1.4 -0.105
C -3.490723 -3.504410 3.105973 -0.2 0.2 -0.9 -0.665
C -10.789970 5.837243 -1.330619 -2.0 1.8 0.0 0.835
C -4.766146 -2.569801 3.604167 1.3 -0.3 -1.2 -0.164
C 2.616137 -3.400142 -2.293211 -0.6 0.0 0.9 -1.055
C -7.451572 3.631614 -3.237156 -0.3 -0.1 -0.2 -1.115
C 1.554601 1.356640 -4.169659 -0.1 -2.2 1.1 0.872
C 1.851752 -3.529482 11.367421 -1.7 -1.8 0.9 0.828
C -0.214043 -4.303995 7.204439 0.5 0.5 0.7 -0.543
C 1.670403 2.732423 -4.824648 0.0 3.1 -1.3 0.326
C 8.548093 -6.952244 -4.680933 0.3 -2.1 -1.6 0.847
C 3.999745 8.413030 -8.460541 2.0 -0.5 -2.5 0.352
C 3.113900 0.644512 10.574110 -0.3 -0.1 -0.2 -1.068
C 5.270680 10.051328 -10.773959 -0.4 0.0 -0.1 -1.083
C 2.748375 -2.432666 10.794479 2.1 2.1 -1.5 0.408
C 3.877662 -3.050678 -1.255227 -1.1 -0.6 -1.3 0.292
C -0.584553 -3.936252 4.828367 0.9 0.2 -0.3 -0.623
C 7.090308 -3.846969 -3.238130 -0.1 0.8 0.4 0.367
H 3.463454 0.837166 -0.433430 -2.5 -0.9 0.4 0.366
H -8.338904 -1.139452 5.435368 2.1 -0.2 -0.7 0.329
H 2.199178 -4.474744 -2.049270 0.9 2.1 -0.7 0.335
H 7.481931 -2.535030 -4.909741 -0.1 0.0 0.2 0.352
H -7.622961 -0.107550 1.787611 -1.0 -2.0 -0.1 0.176
H -8.249500 -1.755051 0.914140 0.3 1.5 2.1 0.045
H -8.347574 3.009461 -3.325728 0.2 0.0 0.1 0.300
H -1.229583 -4.253489 7.818948 2.3 -0.5 -1.2 0.246
H 6.011039 -3.662559 -3.218643 0.2 -0.3 -0.2 -0.108
H 0.715415 -2.817441 6.110840 -1.4 -0.4 -0.5 0.325
H -3.334626 -4.314830 3.934930 0.2 1.7 -1.7 0.222
H -1.487254 -4.650001 5.040762 1.6 1.7 -0.7 0.409
H -2.627661 2.921853 -1.951883 0.2 -0.9 0.3 0.140
H -4.853111 -2.731155 4.761560 -0.1 0.5 -2.3 0.144
H 3.756993 1.496745 10.337028 -0.1 -0.1 0.1 0.363
H 0.995262 1.972859 2.114119 1.3 -0.2 0.7 0.354
H 2.915079 -3.296384 -3.422264 -0.3 -0.4 2.2 0.337
H 4.484760 -2.082311 3.431950 -1.0 -1.9 -1.5 0.314
H 2.256625 0.997370 11.156431 0.2 0.0 0.0 0.295
H -5.723442 1.896434 -0.667879 -0.9 -2.3 0.4 0.296
H 4.289284 0.027844 12.262314 -0.3 -0.4 0.0 0.311
H 7.408797 -4.003757 -2.201279 0.1 -0.1 -0.3 0.343
H 4.847810 11.042827 -10.582551 0.2 -0.1 0.0 0.299
H 3.142641 -4.319855 0.496168 0.8 2.2 -0.1 0.280
H 4.806875 -3.885883 3.000778 -1.6 1.6 -0.7 0.272
H -7.420771 3.665475 -1.061963 -0.3 0.1 -0.1 0.265
H -0.862532 1.667224 -2.789222 -1.1 0.1 1.3 -0.159
H -5.935138 -2.513430 -2.297753 -0.1 1.6 2.2 0.340
H 3.940319 -1.481091 -2.530964 0.9 -0.5 2.2 0.324
H -3.826907 -4.074400 2.115740 0.6 1.3 2.2 0.258
H -4.562127 -1.458042 3.283649 -0.3 -2.0 1.0 0.283
H 1.937894 -3.990425 2.549114 1.3 1.4 1.1 0.333
H 4.455943 9.425882 -11.151798 0.2 0.0 0.0 0.309
H 0.351723 -4.633308 4.620815 -1.9 1.2 -0.1 0.285
H 4.733561 -0.795058 10.768787 -0.3 -0.1 0.0 0.306
H 6.032906 10.134973 -11.553761 -0.1 0.0 0.1 0.366
H -6.572636 2.989974 -3.346000 -0.1 0.1 0.0 0.351
H -9.827635 -3.303171 3.276219 2.3 -0.8 1.0 0.279
H 7.575526 -1.741561 -3.318030 0.0 -0.2 0.0 0.351
H 4.323154 3.833696 -6.796471 -0.1 0.1 -0.1 0.342
H 4.438062 -1.526243 1.177795 -0.7 -1.3 0.2 0.375
H 0.729069 -4.067442 7.888569 -2.3 -0.6 -1.2 0.138
H -7.476174 4.344502 -4.067645 0.1 0.0 0.2 0.342
H -5.705322 -2.618303 -0.381998 -0.7 1.5 -1.8 0.184
H -0.016524 -5.358919 6.723587 -0.6 1.9 1.0 0.240
H -8.472742 -4.537658 2.824253 -0.6 1.7 1.9 0.251
H 2.299173 -2.634889 0.348808 1.8 -1.2 -0.2 -0.043
H 8.880453 -2.806355 -3.878900 -0.2 0.0 0.1 0.353
H 2.121893 -0.442631 -0.975427 0.3 1.9 1.4 -0.148
H 2.771023 -4.055653 4.228579 -0.2 1.5 -2.0 0.205
H -7.246348 -1.797112 -1.103504 2.4 0.0 -0.5 0.239
H -6.504620 4.956021 -1.836774 -0.4 0.2 0.0 0.318
H 2.105087 3.567937 -7.938492 0.0 -0.3 0.3 0.341
H 6.271234 8.466408 -9.669206 -0.3 0.1 0.1 0.309
H 3.567412 4.818286 -5.550859 -0.1 0.1 -0.2 0.308
H 6.690136 10.101546 -9.163225 -0.3 -0.1 0.3 0.314
H -6.724820 -0.254500 4.849864 -1.0 -1.9 0.6 0.262
H 3.607165 5.407093 -7.225051 -0.1 -0.2 0.0 0.030
H -8.743862 -4.086039 4.701665 -0.1 0.7 -2.2 0.258
H 1.696309 -2.657178 -2.133202 2.1 -1.4 -0.1 0.241
H 4.736430 -3.811681 -1.528566 -1.6 1.4 1.0 0.015
H 1.316103 4.496028 -6.665179 0.2 -0.2 0.2 0.313
H -9.312201 -0.845382 2.194240 2.3 -0.7 -0.4 0.301
H 2.717140 0.239182 9.638146 0.2 0.1 0.1 0.304
H -6.632765 -1.969008 5.767877 -1.4 1.7 -1.4 0.256
H 1.618823 1.395198 -0.556853 1.5 -1.9 0.2 0.205
```
Forces are in eV/Å.

The structure (SMILES) is CNCc1c(OCCNC[C@@H](C)O)c(P(C)O)c2nc([PH2]=O)c(P(C)O)nc2c1CCO[Si](C)(C)C.CCOC(=O)C(F)(F)F.CCOC(=O)C(F)(F)F.CCOC(=O)C(F)(F)F.CCOC(=O)C(F)(F)F.CCOC(=O)C(F)(F)F. Its HOMO-LUMO gap is 0.233 Ha.